1.
Molecular formula: C16H8Cl3N4O6S2Ti
Method: DFT, the ωB97M-V functional and the def2-TZVPD basis

Output
Relative energy (zero: lowest compared OMol25 entry of this formula, charge and spin) (kcal/mol): 0.0
Gap between HOMO and LUMO (spin up / spin down) (eV): 6.3484 / 6.3517
E_HOMO (spin up / spin down) (eV): -2.0 / -2.0
<S²>: 0.7548
LUMO (spin up / spin down) (eV): 4.3135 / 4.3137
Calculated total energy (Eh): -4311.72441

The geometry in ORCA input format:
```
! RIJCOSX wB97M-V def2-TZVPD def2/J DEFGRID3
* xyz -2 2
Ti 0.196 -1.076 -0.218
C 1.514 -2.924 -0.889
C 0.595 -3.432 0.056
C -0.698 -3.327 -0.494
C -0.582 -2.754 -1.773
C 0.783 -2.500 -2.021
H 2.577 -2.817 -0.739
H 0.834 -3.777 1.048
H -1.620 -3.539 0.022
H -1.396 -2.478 -2.425
H 1.173 -2.004 -2.894
S 1.667 -1.093 1.921
C 3.204 -0.550 1.324
C 4.315 -0.715 2.223
N 5.186 -0.848 2.966
C 3.425 0.020 0.106
S 2.184 0.314 -1.096
C 4.751 0.439 -0.245
N 5.804 0.790 -0.558
O -3.494 2.268 3.139
C -2.524 3.060 2.716
O -2.491 4.242 2.993
C -1.471 2.429 1.886
C -0.373 3.077 1.352
N 0.333 2.158 0.673
N -0.237 0.967 0.731
C -1.326 1.093 1.453
C -2.101 -0.170 1.634
O -3.144 -0.146 2.319
O -1.592 -1.170 1.060
H -3.379 1.302 2.825
H -0.069 4.107 1.425
H 1.181 2.216 0.111
Cl -2.054 2.752 -1.944
C -2.262 1.386 -3.053
Cl -3.848 0.623 -2.742
Cl -2.240 1.989 -4.719
C -1.156 0.271 -2.807
O -0.660 -0.248 -3.789
O -1.004 0.068 -1.578
*
```

***

2.
Molecular formula: C16H8Cl5FNO2Ru
Method: DFT, the ωB97M-V functional and the def2-TZVPD basis

Output
Relative energy (zero: lowest compared OMol25 entry of this formula, charge and spin) (kcal/mol): 0.0
Gap between HOMO and LUMO (eV): 6.7190
E_HOMO (eV): -12.5
LUMO (eV): -5.7577
Calculated total energy (Eh): -3315.17991

The geometry in ORCA input format:
```
! RIJCOSX wB97M-V def2-TZVPD def2/J DEFGRID3
* xyz 1 1
Ru -0.803 0.139 1.041
Cl 1.220 0.752 2.391
C 1.313 1.786 0.966
C 0.260 1.512 0.108
C 0.176 2.216 -1.094
Cl -1.093 1.887 -2.190
C 1.156 3.160 -1.384
Cl 1.094 4.034 -2.851
C 2.208 3.408 -0.476
Cl 3.388 4.572 -0.853
C 2.307 2.708 0.732
Cl 3.563 2.958 1.855
O -2.395 0.406 2.219
C -3.239 0.270 1.245
C -4.725 0.257 1.248
C -5.010 0.006 -0.240
C -3.643 -0.129 -0.911
O -3.415 -0.391 -2.052
N -2.661 0.101 0.090
H -5.107 1.206 1.624
H -5.091 -0.528 1.911
H -5.543 0.828 -0.715
H -5.581 -0.902 -0.423
F 0.605 -5.292 -0.971
C 0.286 -4.084 -0.531
C 0.538 -3.789 0.803
C 0.225 -2.526 1.256
C -0.373 -1.589 0.384
C -0.662 -1.945 -0.953
C -0.289 -3.186 -1.422
H 0.985 -4.541 1.438
H 0.451 -2.266 2.284
H -1.153 -1.249 -1.620
H -0.459 -3.481 -2.448
*
```

***

3.
Molecular formula: C16H8I2N2O5Pd
Method: DFT, the ωB97M-V functional and the def2-TZVPD basis

Output
Gap between HOMO and LUMO (eV): 4.5106
E_HOMO (eV): -14.9
LUMO (eV): -10.3894
Calculated total energy (Eh): -1822.87492

The geometry in ORCA input format:
```
! RIJCOSX wB97M-V def2-TZVPD def2/J DEFGRID3
* xyz 2 1
Pd 0.074 -0.104 0.020
O 0.038 1.215 3.822
C 0.265 0.933 2.563
O -0.387 -0.024 1.982
C 1.246 1.667 1.835
C 2.156 2.676 2.228
C 3.011 3.216 1.306
C 3.009 2.791 -0.053
C 2.113 1.809 -0.364
N 1.297 1.266 0.517
C 1.887 1.136 -1.811
O 2.496 1.602 -2.717
O 1.066 0.177 -1.717
H -0.637 0.642 4.228
H 2.152 3.005 3.257
H 3.709 3.993 1.585
H 3.661 3.228 -0.789
I -4.047 2.969 -1.346
C -3.895 0.880 -1.403
C -4.901 0.031 -1.824
C -4.721 -1.349 -1.830
I -6.305 -2.566 -2.480
C -3.479 -1.928 -1.404
C -3.199 -3.307 -1.370
C -1.961 -3.743 -0.933
C -0.999 -2.816 -0.544
N -1.239 -1.509 -0.572
C -2.449 -1.054 -0.981
C -2.635 0.382 -0.957
O -1.729 1.164 -0.552
H -5.844 0.449 -2.149
H -3.947 -4.020 -1.686
H -1.734 -4.796 -0.898
H -0.012 -3.121 -0.201
*
```

***

4.
Molecular formula: C16H8N2O4PtS4
Method: DFT, the ωB97M-V functional and the def2-TZVPD basis

Output
Relative energy (zero: lowest compared OMol25 entry of this formula, charge and spin) (kcal/mol): 20.4
Gap between HOMO and LUMO (spin up / spin down) (eV): 5.0085 / 5.0079
E_HOMO (spin up / spin down) (eV): -8.7 / -8.7
LUMO (spin up / spin down) (eV): -3.6980 / -3.6985
Calculated total energy (Eh): -2736.86225

The geometry in ORCA input format:
```
! RIJCOSX wB97M-V def2-TZVPD def2/J DEFGRID3
* xyz 0 1
Pt -0.080 -1.588 -1.267
S 1.463 -3.187 -0.201
S 0.455 -4.759 0.085
S -1.379 -4.767 -0.782
S -1.855 -3.166 -1.682
N -4.027 1.473 7.345
C -3.566 1.107 6.357
C -2.987 0.644 5.122
C -3.783 -0.007 4.183
C -3.228 -0.447 2.996
C -1.874 -0.237 2.726
C -1.081 0.404 3.681
C -1.633 0.846 4.869
C -1.305 -0.657 1.476
C -0.844 -0.997 0.412
H -4.835 -0.155 4.388
H -3.840 -0.952 2.260
H -0.032 0.560 3.471
H -1.024 1.356 5.603
O 2.032 -2.238 -4.848
C 1.588 -1.646 -3.888
O 0.736 -2.157 -3.052
C 2.044 -0.211 -3.642
C 2.929 0.356 -4.556
C 3.382 1.657 -4.397
C 2.960 2.419 -3.318
C 2.086 1.848 -2.416
C 1.626 0.554 -2.565
N 1.626 2.636 -1.255
O 2.038 3.772 -1.148
O 0.866 2.094 -0.477
H 3.248 -0.254 -5.390
H 4.067 2.084 -5.116
H 3.292 3.435 -3.165
H 0.932 0.183 -1.807
*
```

***

5.
Molecular formula: C16H9Cl2N2O2
Method: DFT, the ωB97M-V functional and the def2-TZVPD basis

Output
Gap between HOMO and LUMO (eV): 3.0915
E_HOMO (eV): -3.0
LUMO (eV): 0.0554
Calculated total energy (Eh): -1795.49718

The geometry in ORCA input format:
```
! RIJCOSX wB97M-V def2-TZVPD def2/J DEFGRID3
* xyz -1 1
Cl 3.293 3.342 -2.002
C 1.599 3.142 -2.003
C 0.762 4.202 -2.008
C -0.704 4.081 -2.007
O -1.456 5.054 -1.994
C -1.204 2.660 -2.014
Cl -2.896 2.466 -2.033
C -0.369 1.597 -1.997
C 1.096 1.718 -1.983
O 1.844 0.740 -1.945
H 1.176 5.205 -2.010
H -0.787 0.595 -2.000
C -0.943 0.779 2.203
C -1.267 -0.380 1.334
C -2.490 -0.336 0.645
N -3.528 -0.282 0.092
C -0.448 -1.529 1.218
C 0.794 -1.647 1.924
C 1.584 -2.775 1.788
C 1.185 -3.832 0.956
C 2.016 -4.995 0.834
N 2.703 -5.940 0.744
C -0.025 -3.741 0.256
C -0.832 -2.620 0.380
H 0.001 0.685 2.739
H -0.908 1.691 1.590
H -1.744 0.939 2.940
H 1.128 -0.838 2.580
H 2.528 -2.848 2.334
H -0.333 -4.563 -0.391
H -1.775 -2.569 -0.172
*
```

***

6.
Molecular formula: C17H11Cl2N3OS2
Method: DFT, the ωB97M-V functional and the def2-TZVPD basis

Output
Gap between HOMO and LUMO (eV): 6.9588
E_HOMO (eV): -7.6
LUMO (eV): -0.6026
Calculated total energy (Eh): -2610.21530

The geometry in ORCA input format:
```
! RIJCOSX wB97M-V def2-TZVPD def2/J DEFGRID3
* xyz 0 1
Cl -1.741 -1.993 -0.008
C -3.141 -1.310 0.408
C -3.711 -1.689 1.552
C -5.020 -1.291 1.985
C -5.680 -0.443 1.131
C -5.173 0.115 0.172
Cl -5.881 1.490 -0.748
C -3.992 -0.429 -0.182
C -3.315 0.269 -1.716
S -2.722 2.163 -1.278
C -1.134 1.732 -0.955
N -0.220 2.248 -0.310
N 0.975 1.913 -0.093
C 0.843 0.667 -0.872
C 1.740 -0.387 -0.797
S 1.197 -1.816 -1.655
C 2.827 -2.378 -1.549
C 3.670 -1.938 -0.839
C 3.156 -0.648 -0.436
N 3.834 0.400 0.273
C 3.959 1.920 -0.034
C 4.781 2.403 0.950
C 5.391 1.287 1.433
C 4.730 0.234 1.258
O -0.436 0.477 -1.370
H -3.329 -2.351 2.176
H -5.557 -1.693 2.924
H -6.667 0.022 1.589
H -2.520 -0.332 -2.049
H -4.004 0.321 -2.384
H 2.988 -3.566 -1.830
H 4.678 -1.933 -0.654
H 3.252 2.306 -0.651
H 5.044 3.568 0.680
H 6.164 1.426 2.418
H 5.015 -0.760 1.462
*
```

***

7.
Molecular formula: C17H11Cl3F10GeN3W
Method: DFT, the ωB97M-V functional and the def2-TZVPD basis

Output
Relative energy (zero: lowest compared OMol25 entry of this formula, charge and spin) (kcal/mol): 0.0
Gap between HOMO and LUMO (spin up / spin down) (eV): 6.8651 / 6.9897
E_HOMO (spin up / spin down) (eV): -15.2 / -15.3
<S²>: 0.7647
LUMO (spin up / spin down) (eV): -8.3453 / -8.3371
Calculated total energy (Eh): -5341.34739

The geometry in ORCA input format:
```
! RIJCOSX wB97M-V def2-TZVPD def2/J DEFGRID3
* xyz 2 2
W -0.275 -0.164 -0.220
C 0.729 2.639 0.242
N -0.392 1.998 -0.509
C -0.250 2.263 -1.974
C 0.922 1.464 -2.489
N 0.954 0.199 -1.728
C 2.019 -0.693 -2.030
C 2.212 -1.720 -1.130
F 1.312 -1.678 -0.057
C 3.163 -2.704 -1.195
F 3.255 -3.634 -0.269
C 4.022 -2.663 -2.291
F 4.955 -3.574 -2.428
C 3.877 -1.655 -3.236
F 4.680 -1.616 -4.276
C 2.890 -0.680 -3.115
F 2.805 0.241 -4.069
C -1.695 2.511 0.001
C -1.926 1.874 1.352
N -1.385 0.518 1.231
C -1.520 -0.346 2.355
C -0.363 -0.858 2.933
F 0.824 -0.550 2.357
C -0.395 -1.673 4.044
F 0.718 -2.144 4.568
C -1.633 -1.999 4.592
F -1.694 -2.781 5.641
C -2.808 -1.513 4.024
F -3.972 -1.840 4.543
C -2.746 -0.696 2.909
F -3.867 -0.249 2.353
H 0.678 3.721 0.108
H 1.686 2.280 -0.129
H 0.651 2.404 1.301
H -0.124 3.333 -2.152
H -1.176 1.945 -2.453
H 1.874 1.982 -2.363
H 0.797 1.265 -3.552
H -2.470 2.206 -0.702
H -1.675 3.601 0.048
H -2.990 1.849 1.591
H -1.416 2.395 2.166
Cl -4.275 -0.341 -1.026
Ge -2.308 -0.849 -1.520
Cl -1.493 -2.387 -0.005
Cl -2.174 -1.681 -3.436
*
```

***

8.
Molecular formula: C17H11F2HgNTe
Method: DFT, the ωB97M-V functional and the def2-TZVPD basis

Output
Relative energy (zero: lowest compared OMol25 entry of this formula, charge and spin) (kcal/mol): 0.0
Gap between HOMO and LUMO (spin up / spin down) (eV): 6.0107 / 5.7815
E_HOMO (spin up / spin down) (eV): -3.0 / -3.5
<S²>: 0.7587
LUMO (spin up / spin down) (eV): 2.9644 / 2.3044
Calculated total energy (Eh): -1330.34635

The geometry in ORCA input format:
```
! RIJCOSX wB97M-V def2-TZVPD def2/J DEFGRID3
* xyz -1 2
Hg 0.472 -0.342 0.591
F -2.041 -4.847 -1.366
C -2.051 -3.493 -1.373
C -1.034 -2.793 -0.759
C -1.052 -1.405 -0.770
C -2.087 -0.707 -1.411
C -3.093 -1.477 -1.992
F -4.166 -0.902 -2.607
C -3.106 -2.858 -1.991
C -2.067 0.800 -1.458
C -3.064 1.582 -2.053
C -2.951 2.961 -2.038
C -1.849 3.554 -1.443
C -0.904 2.711 -0.887
N -1.013 1.389 -0.891
H -0.231 -3.345 -0.284
H -3.920 -3.402 -2.448
H -3.922 1.129 -2.519
H -3.726 3.566 -2.492
H -1.727 4.629 -1.407
H -0.011 3.107 -0.412
Te 2.368 -0.290 -1.733
C 4.460 -0.039 -1.949
C 5.011 0.035 -3.232
C 6.384 0.134 -3.421
C 7.245 0.176 -2.331
C 6.710 0.130 -1.050
C 5.338 0.022 -0.861
H 4.351 0.007 -4.091
H 6.783 0.182 -4.428
H 8.315 0.250 -2.478
H 7.367 0.176 -0.188
H 4.937 -0.020 0.144
*
```